# C5H12N2O

A molecular structure, C5H12N2O at a distorted geometry (wB97M-V/def2-TZVPD, OMol25).

Structure (XYZ):
```
20
Properties=species:S:1:pos:R:3
C 0.14 -0.77 -1.40
C 0.12 -0.31 0.07
C 1.47 0.32 0.58
C 2.69 -0.47 0.17
N -0.89 0.76 0.32
C -2.16 0.18 0.32
N -3.03 1.14 0.87
O -2.49 -0.96 0.12
H 1.03 -1.32 -1.68
H 0.18 0.22 -1.88
H -0.78 -1.29 -1.63
H -0.18 -1.05 0.83
H 1.38 1.38 0.34
H 1.34 0.26 1.66
H 3.66 -0.05 0.47
H 2.64 -1.43 0.69
H 2.78 -0.74 -0.88
H -1.43 0.89 -0.63
H -2.52 1.95 1.18
H -3.95 1.28 0.48
```

Values from the calculation:
- largest force on an atom (hartree/bohr) = 0.1133
- lowest unoccupied orbital energy (eV) = 0.884
- E_tot (Eh) = -382.41411
- net charge = 0
- relative energy (zero: lowest compared OMol25 entry of this formula, charge and spin) (eV) = 2.406
- frontier orbital gap (eV) = 10.9
- multiplicity = 1